C43H53Br2F51INO6P3 | wB97M-V/def2-TZVPD

Properties
**Calculated total energy**: -13739.4611 Eh
**E_HOMO**: -0.1482 Eh
**Lowest unoccupied orbital energy**: 1.39 eV

The geometry in ORCA input format:
```
! wB97M-V def2-TZVPD RIJCOSX def2/J DEFGRID3
* xyz -1 1
I 2.334 4.529 4.307
Br -1.255 -1.752 3.727
Br 2.526 -3.530 1.685
P 3.316 1.470 2.659
P 0.419 2.291 6.119
P 1.761 1.914 4.264
F 0.137 -0.801 10.757
F -9.876 0.512 -6.013
F 2.349 3.481 -6.468
F 4.755 3.261 -4.970
F 0.974 -2.868 4.831
F 4.897 4.306 -6.891
F -5.654 -2.879 -3.540
F 1.002 -3.897 13.658
F -1.620 0.480 -10.357
F -8.535 -1.112 -5.415
F -11.095 2.884 -4.861
F 10.333 -5.719 0.016
F 9.662 -3.788 -0.770
F -4.299 -2.221 -1.966
F -2.783 2.512 -8.733
F -12.421 1.253 -2.064
F 3.351 -2.672 13.751
F -12.148 3.720 -3.131
F 1.463 0.253 -3.220
F -10.347 1.857 -2.317
F -0.914 -1.979 -4.039
F 1.709 -1.351 13.154
F -1.589 0.951 -12.496
F -5.556 -0.246 -3.264
F 6.666 -3.508 1.816
F -7.285 1.176 -5.882
F 5.039 -3.807 0.407
F -5.163 0.529 -7.129
F 0.326 -1.489 -1.667
F 9.422 -2.909 1.893
F -4.218 0.371 -12.698
F -0.093 -3.755 -3.056
F 11.390 -3.639 1.284
F -8.392 2.210 -4.312
F -3.094 2.089 -6.609
F -3.425 -0.197 -3.801
F 2.066 -2.286 9.313
F -3.308 -0.175 -8.054
F -3.802 2.018 -11.342
F 0.159 -0.479 8.585
F 0.758 -3.456 11.532
F 7.772 -1.668 -0.047
F 2.887 -0.405 8.614
F 5.753 -1.227 0.690
F -0.135 -3.144 1.502
F 3.473 1.080 -3.506
F 0.490 -4.593 3.080
F 1.899 2.476 -1.824
F 3.368 2.423 -8.072
F 2.281 3.629 -3.642
F -1.827 -1.111 -1.538
O 3.056 1.345 -6.180
O -3.488 -3.070 -3.894
O 7.058 -4.400 -0.227
O -11.278 0.314 -3.691
O 2.955 -0.796 10.771
O -4.404 -0.017 -10.543
N 1.195 1.940 7.465
C -0.741 3.119 3.222
C 3.820 2.886 1.600
C 0.778 -3.355 2.510
C -2.224 0.241 -11.536
C -0.893 -2.078 -1.678
C 2.501 -2.352 12.723
C -3.699 2.147 -7.818
C -2.907 2.084 2.380
C 1.955 1.087 -5.317
C -11.978 2.607 -3.883
C 3.313 2.577 -6.723
C -11.452 1.480 -2.984
C -4.560 -0.903 -3.932
C 0.841 -0.273 9.718
C 4.567 2.374 0.324
C -4.274 0.766 -8.135
C 6.351 -3.473 0.508
C -1.089 -2.826 -2.998
C 1.666 -3.619 12.508
C 0.668 -2.245 3.625
C -7.958 0.999 -4.719
C 4.693 3.102 -6.304
C 5.569 2.014 4.383
C 1.518 -0.985 3.402
C -4.448 -2.293 -3.299
C -2.882 3.235 4.654
C 1.650 2.542 -3.147
C 8.095 -5.189 0.326
C 10.111 -4.006 1.536
C -2.401 -3.614 -3.157
C -2.068 2.413 3.634
C 9.531 -4.640 0.268
C 2.202 -0.976 9.622
C -3.693 0.685 -11.488
C 6.481 -2.062 -0.073
C 3.399 -1.870 11.571
C 4.830 0.929 3.556
C -5.063 0.598 -9.445
C -9.123 0.047 -4.991
C 1.347 0.028 4.545
C 2.167 1.260 -3.807
C 0.415 2.145 2.948
C -10.025 -0.341 -3.809
H -4.495 2.895 -7.776
H -3.065 2.967 1.750
H 5.290 3.025 4.059
H 6.116 -2.042 -1.102
H 5.496 0.500 2.796
H 2.144 1.637 7.238
H 5.640 2.602 0.402
H 2.558 -1.334 3.398
H -7.285 0.581 -3.972
H -9.473 -0.340 -2.868
H -10.294 -1.378 -4.007
H 3.747 -2.710 10.966
H 0.941 2.472 2.038
H -0.794 1.549 6.064
H -0.019 1.167 2.686
H -1.797 1.432 4.056
H -5.852 -0.109 -9.189
H -2.399 1.294 1.804
H -0.485 3.932 3.910
H 0.321 0.008 4.923
H 1.233 -0.599 2.416
H -2.575 4.290 4.672
H -3.866 1.649 2.697
H 5.369 1.905 5.457
H -2.813 2.825 5.671
H 5.471 2.404 -6.623
H 4.209 2.902 -0.572
H 4.502 3.576 2.114
H -5.563 1.523 -9.735
H 4.278 -1.471 12.077
H -12.932 2.316 -4.328
H -0.027 3.630 6.171
H 0.972 0.800 9.870
H 10.109 -4.724 2.361
H -0.963 3.609 2.258
H -3.951 3.227 4.391
H -2.162 -0.825 -11.765
H 4.539 0.107 4.224
H 2.313 -4.467 12.267
H 2.798 1.818 5.269
H 4.442 1.294 0.197
H -0.944 -2.759 -0.823
H 6.658 1.915 4.250
H 1.778 0.019 -5.440
H -2.114 -4.486 -3.742
H 7.845 -5.547 1.325
H 8.123 -6.068 -0.318
H -4.811 -0.984 -4.990
H 0.572 2.644 -3.301
H 2.928 3.433 1.270
H 1.053 1.589 -5.653
H 1.985 -0.305 5.377
H -2.741 -3.983 -2.189
*
```